72
Properties=species:S:1:pos:R:3:forces:R:3:mulliken_charge:R:1 method="wB97M-V/def2-TZVPD" spin_multiplicity=2 total_charge=-1 homo_energy_ev="-2.04 / -7.22"
Zn -2.359 -2.313 1.552 0.98 0.00 -2.28 0.301
Zn 3.263 -0.637 -0.515 1.17 -1.75 -0.83 -1.000
Zn -1.298 0.629 -2.702 0.71 0.28 0.28 1.359
C 2.837 -1.771 3.898 1.75 0.33 -1.10 0.543
F 3.291 -0.588 4.452 -0.10 -1.81 -0.16 -0.240
F 2.667 -2.716 4.832 0.06 0.84 -0.11 -0.220
F 1.683 -1.483 3.333 -1.49 0.11 0.19 -0.225
S 3.921 -2.377 2.443 4.16 -4.17 -2.13 1.154
O 5.356 -2.417 2.902 -3.57 0.71 0.00 -0.693
O 3.428 -3.768 2.096 -0.04 3.37 1.70 -0.708
O 3.754 -1.471 1.285 -0.49 -0.04 2.58 -0.174
C -5.460 -1.364 -1.850 2.91 0.36 0.31 0.426
F -5.975 -0.545 -2.757 -0.31 -0.38 0.90 -0.158
F -6.231 -1.596 -0.788 -0.70 -0.30 -1.01 -0.173
F -5.041 -2.469 -2.466 -0.91 0.02 0.45 -0.145
S -3.918 -0.578 -1.029 1.60 2.12 1.55 0.881
O -2.961 -0.211 -2.073 -1.72 -1.33 -0.21 -0.674
O -4.395 0.621 -0.359 -0.41 -1.52 -0.05 -0.714
O -3.321 -1.594 -0.071 -1.77 0.61 -1.38 -0.529
C -0.758 4.829 -3.288 1.41 -1.92 2.61 0.519
F -0.956 4.029 -4.357 -0.36 1.39 0.17 -0.200
F 0.581 4.938 -3.105 -0.37 0.08 -0.77 -0.238
F -1.230 6.059 -3.340 -0.56 -0.30 -0.99 -0.200
S -1.352 3.911 -1.664 0.13 1.67 1.43 1.158
O -2.609 4.555 -1.294 1.01 -0.56 -0.63 -0.729
O -1.529 2.515 -2.086 -0.23 0.24 -0.55 -0.546
O -0.251 4.122 -0.698 -1.50 -0.61 -1.65 -0.693
C -0.217 1.297 1.771 1.35 -0.80 -2.55 0.189
F -0.075 0.691 2.956 -0.46 0.22 0.40 -0.218
F -1.389 1.867 1.640 -0.43 -0.13 0.50 -0.029
F 0.730 2.216 1.621 -0.34 -0.35 0.27 -0.168
S -0.024 -0.103 0.406 0.86 0.50 -2.67 -1.732
O 1.397 -0.398 0.160 -2.86 0.49 2.12 1.045
O -0.796 -1.198 0.999 0.93 0.77 0.37 1.079
O -0.620 0.415 -0.831 0.45 -0.41 3.20 1.014
C 2.917 2.284 -3.804 1.29 -0.53 1.79 0.394
F 4.270 2.042 -3.933 -1.51 0.00 0.15 -0.225
F 2.785 3.154 -2.768 -0.07 -0.69 -0.92 -0.213
F 2.495 2.809 -4.907 -0.48 0.66 -0.89 -0.182
S 2.002 0.674 -3.448 0.00 -3.30 -0.39 0.480
O 2.250 -0.215 -4.590 -0.45 2.12 1.10 -0.622
O 2.637 0.132 -2.231 -0.80 1.79 -1.76 0.161
O 0.576 1.011 -3.221 1.93 1.07 -0.87 -0.371
C 0.457 -3.709 -3.512 -1.92 -0.45 0.23 0.587
F 0.838 -4.084 -2.275 0.04 0.14 -0.73 -0.201
F 1.364 -3.016 -4.115 0.77 0.26 -0.15 -0.179
F 0.206 -4.846 -4.248 0.13 1.22 0.98 -0.240
S -1.168 -2.638 -3.349 -1.74 -0.68 -2.39 1.068
O -1.894 -2.857 -4.635 1.52 0.13 2.81 -0.662
O -1.833 -3.144 -2.136 0.48 -0.04 -1.08 -0.904
O -0.743 -1.238 -3.196 0.57 -1.18 -0.22 -0.597
O -2.572 3.698 3.867 -0.23 0.03 0.29 -0.623
H -2.326 2.789 4.038 0.09 -0.13 0.02 0.286
H -1.908 4.015 3.255 0.13 0.16 -0.32 0.324
O -1.527 -3.753 0.304 -0.22 -0.61 1.99 -0.311
H -1.190 -4.637 0.447 0.12 -0.20 0.33 0.245
H -1.638 -3.689 -0.644 -0.23 0.84 -1.82 0.510
O -3.114 -0.980 2.808 -0.53 0.13 0.65 -0.233
H -2.782 -0.550 3.596 0.47 0.09 0.20 0.260
H -4.003 -0.640 2.705 -0.49 0.21 -0.49 0.278
O -1.151 -3.040 3.000 -0.43 -0.23 0.92 -0.256
H -0.338 -3.544 3.029 0.56 -0.19 -0.55 0.273
H -1.250 -2.693 3.887 -0.02 0.11 0.33 0.253
O 3.856 1.137 0.087 0.32 1.16 -0.14 -0.035
H 4.585 1.702 -0.168 0.27 -0.11 -0.43 0.248
H 3.614 1.438 0.963 -0.21 -0.05 1.01 0.334
O 3.350 1.943 2.626 0.01 0.16 -0.12 -0.662
H 2.927 2.801 2.644 -0.18 0.27 -0.03 0.268
H 3.543 1.751 3.544 0.08 -0.31 0.31 0.289
O 1.622 1.269 5.282 -0.23 0.49 0.39 -0.670
H 1.104 1.140 4.488 0.00 -0.02 -0.22 0.358
H 1.897 0.388 5.536 0.16 -0.08 0.04 0.309



32
Properties=species:S:1:pos:R:3:forces:R:3:mulliken_charge:R:1 method="wB97M-V/def2-TZVPD" total_charge=-1 homo_energy_ev=-3.74
C -3.322 -0.619 -1.826 -0.23 -0.67 -0.03 -1.118
Si -1.430 -0.235 -1.707 0.03 0.89 -0.17 0.355
C -0.454 -1.880 -1.852 0.00 -0.82 -1.18 -0.992
C -1.043 0.940 -3.208 0.07 -0.54 -1.00 -1.025
B -1.077 0.802 -0.089 -0.07 -0.54 1.04 0.548
C -0.295 -0.004 1.116 0.58 0.04 0.71 -0.582
C 1.230 -0.401 0.816 -0.01 0.50 1.39 0.325
C 1.978 0.515 -0.229 1.29 -2.07 -2.14 0.348
N 2.088 1.966 -0.174 -0.18 -1.07 0.53 -0.588
O 2.574 -0.058 -1.178 -1.73 1.61 2.20 -0.570
H -3.816 -0.169 -0.906 0.47 -0.48 -1.31 0.266
H -3.761 -0.205 -2.797 0.30 -0.71 1.32 0.246
H -3.423 -1.758 -1.762 -0.27 1.43 -0.30 0.246
H -0.517 -2.218 -2.948 0.05 0.13 1.39 0.309
H -0.989 -2.662 -1.215 0.92 0.88 -0.72 0.189
H 0.654 -1.798 -1.620 -1.43 -0.07 -0.05 0.277
H -1.514 0.453 -4.139 0.81 0.91 0.94 0.285
H 0.085 1.035 -3.349 -1.39 -0.11 0.06 0.234
H -1.475 1.978 -3.069 0.40 -1.22 -0.06 0.260
H -2.162 1.103 0.356 -0.47 0.13 0.06 -0.329
H -0.556 1.834 -0.389 0.40 0.55 -0.15 -0.344
H -0.846 -0.979 1.374 0.77 1.31 -0.15 0.117
H -0.315 0.676 2.044 0.07 -1.08 -0.96 0.094
H 1.281 -1.511 0.558 0.29 1.72 -0.25 0.231
H 1.804 -0.294 1.808 -0.88 -0.40 -1.93 -0.385
H 1.394 2.402 -0.802 0.48 -0.44 0.62 0.309
H 2.009 2.334 0.778 -0.61 -0.23 -0.52 0.275
C 2.457 -0.230 5.008 0.10 0.08 0.15 -0.320
Cl 1.172 -1.425 4.799 0.02 -0.03 0.09 -0.144
Cl 2.708 0.706 3.530 0.42 0.36 0.74 -0.077
H 2.180 0.449 5.812 -0.07 -0.07 -0.17 0.276
H 3.381 -0.745 5.260 -0.13 0.02 -0.14 0.283



50
Properties=species:S:1:pos:R:3:forces:R:3:mulliken_charge:R:1 method="wB97M-V/def2-TZVPD" smiles="CCCCNC(=O)O[C@@H]1C[C@H]2CCCC(=O)N3CC[C@@H](C1)[C@@H]23" homo_energy_ev=-8.99
C -1.919 -0.924 -4.743 -0.19 -0.07 -0.08 -0.923
C -3.334 -0.469 -5.077 0.17 0.23 0.00 -0.443
C -3.680 0.919 -4.535 -0.12 -0.30 0.16 -0.659
C -3.688 1.018 -3.007 -0.21 0.09 -0.13 -0.579
N -2.371 1.202 -2.446 0.15 0.27 -0.12 -0.060
C -1.821 0.361 -1.548 0.20 0.31 -0.02 0.450
O -2.350 -0.624 -1.094 -0.14 -0.37 0.19 -0.657
O -0.571 0.780 -1.229 0.03 0.09 -0.21 -0.463
C 0.130 -0.010 -0.261 0.13 -0.34 0.20 0.856
C -0.177 0.481 1.164 0.15 0.03 -0.21 -1.671
C 1.036 1.038 1.912 -0.12 -0.20 0.18 0.665
C 0.635 1.317 3.368 0.24 0.27 -0.14 -1.378
C 1.822 1.550 4.303 -0.19 0.04 -0.05 -0.794
C 2.582 0.264 4.688 0.03 -0.08 0.15 -0.867
C 2.068 -1.034 4.076 0.27 0.24 0.33 0.891
O 1.792 -2.005 4.755 -0.14 -0.25 0.23 -0.702
N 2.005 -1.061 2.731 0.04 -0.20 -0.38 0.152
C 1.632 -2.242 1.986 -0.07 -0.43 0.06 -0.708
C 2.321 -2.053 0.636 0.03 0.05 0.11 -0.944
C 2.503 -0.530 0.471 0.06 0.05 -0.18 0.323
C 1.612 0.088 -0.604 -0.26 0.01 0.04 -1.743
C 2.234 0.071 1.868 0.08 0.63 -0.02 -1.015
H -1.813 -1.108 -3.678 0.10 -0.06 0.10 0.127
H -1.691 -1.849 -5.269 0.09 -0.09 -0.01 0.387
H -1.191 -0.172 -5.043 0.13 0.06 -0.01 0.296
H -4.047 -1.194 -4.679 -0.09 -0.03 -0.06 0.295
H -3.455 -0.448 -6.163 -0.07 -0.06 0.01 0.319
H -4.676 1.187 -4.894 0.01 0.10 -0.02 0.330
H -2.976 1.653 -4.935 -0.02 0.10 -0.07 0.312
H -4.319 1.863 -2.703 0.00 -0.16 0.01 0.343
H -4.090 0.106 -2.562 -0.06 0.11 -0.01 0.316
H -1.811 1.977 -2.765 0.03 -0.08 0.09 0.238
H -0.222 -1.042 -0.374 0.11 0.18 0.04 0.381
H -0.608 -0.337 1.741 -0.04 -0.01 0.05 0.130
H -0.939 1.261 1.101 -0.06 -0.06 0.03 0.607
H 1.349 1.977 1.445 0.03 0.03 0.00 0.480
H 0.052 0.478 3.753 -0.12 0.00 -0.03 0.412
H -0.012 2.196 3.385 -0.08 -0.05 0.01 0.676
H 1.441 2.010 5.216 0.08 0.03 -0.02 0.431
H 2.503 2.270 3.844 0.01 0.05 0.04 0.335
H 2.543 0.116 5.768 0.05 -0.07 -0.12 0.317
H 3.637 0.347 4.413 0.01 0.00 0.03 0.316
H 1.969 -3.128 2.528 -0.11 0.05 -0.07 0.512
H 0.544 -2.305 1.875 0.02 -0.07 0.02 0.214
H 1.739 -2.482 -0.176 0.00 -0.07 -0.08 0.415
H 3.296 -2.541 0.647 -0.03 -0.03 -0.01 0.311
H 3.538 -0.324 0.183 -0.09 -0.02 0.06 0.537
H 1.794 -0.403 -1.561 0.01 0.04 -0.03 0.436
H 1.863 1.144 -0.724 0.03 0.06 -0.05 0.405
H 3.120 0.613 2.214 -0.06 -0.02 -0.04 0.390